Record 1
{"formula": "C32H54BrGeInN7O3Si3", "method": "ωB97M-V with the def2-TZVPD basis set", "species": ["In", "N", "C", "N", "C", "N", "N", "C", "N", "C", "C", "C", "C", "C", "N", "H", "H", "H", "H", "H", "H", "H", "H", "C", "O", "C", "C", "O", "C", "H", "H", "H", "H", "H", "H", "H", "H", "H", "H", "O", "N", "C", "C", "C", "C", "C", "H", "H", "H", "H", "H", "C", "Si", "C", "C", "Ge", "Si", "C", "C", "C", "Si", "C", "C", "C", "H", "H", "H", "H", "H", "H", "H", "H", "H", "H", "H", "H", "H", "H", "H", "H", "H", "H", "H", "H", "H", "H", "H", "H", "H", "H", "H", "Br", "C", "C", "C", "C", "C", "C", "H", "H", "H", "H"], "xyz": [[0.87898, 0.09220, -0.37475], [-1.12167, 1.60808, 2.42937], [-0.01097, 1.27115, 3.10284], [0.08351, 1.68736, 4.36339], [1.22812, 1.36870, 4.97108], [1.38976, 1.74661, 6.24583], [2.24654, 0.70377, 4.39429], [2.03949, 0.36365, 3.13623], [0.94202, 0.59060, 2.43577], [3.17487, -0.28405, 2.42340], [4.31133, -0.63309, 3.13226], [5.41299, -1.11138, 2.44554], [5.34113, -1.21318, 1.06991], [4.15959, -0.86401, 0.43891], [3.08057, -0.42171, 1.09330], [-1.91096, 1.92265, 2.96579], [-1.27461, 1.18535, 1.52851], [0.66678, 2.26455, 6.71020], [2.26175, 1.55117, 6.70270], [4.31975, -0.50395, 4.20408], [6.31894, -1.37809, 2.97373], [6.18747, -1.54892, 0.48613], [4.07175, -0.90235, -0.62820], [1.72552, -3.25811, -1.77731], [2.12942, -1.90905, -1.95832], [3.28714, -1.81463, -2.78202], [3.53987, -0.39640, -3.23747], [3.47382, 0.50309, -2.15111], [3.78991, 1.82774, -2.58014], [2.58180, -3.89373, -1.53659], [1.23848, -3.64379, -2.67435], [1.02082, -3.26882, -0.95433], [3.15391, -2.42909, -3.67770], [4.15028, -2.20841, -2.23550], [2.81007, -0.10715, -3.99578], [4.53519, -0.36041, -3.69264], [4.81819, 1.87166, -2.95027], [3.67249, 2.47920, -1.72233], [3.10775, 2.14834, -3.37393], [1.58686, 2.59487, 0.04846], [1.06118, 3.76393, 0.35929], [0.80960, 4.67002, -0.61050], [0.20041, 5.87065, -0.32033], [-0.14593, 6.17510, 0.98646], [0.17489, 5.26161, 1.97757], [0.78841, 4.07483, 1.64361], [1.10058, 4.37338, -1.60594], [0.01065, 6.56550, -1.12741], [-0.64413, 7.10566, 1.22448], [-0.04313, 5.45929, 3.01853], [1.07579, 3.32703, 2.36245], [-3.18041, -3.40090, 2.41558], [-1.79102, -2.14146, 2.44139], [-0.15539, -2.95697, 2.84732], [-2.27135, -0.94881, 3.81015], [-1.55323, -1.22190, 0.21190], [-3.19067, 0.44368, -0.47190], [-4.82471, -0.08570, 0.28426], [-3.35142, 0.43631, -2.33869], [-2.94278, 2.23341, 0.07614], [-2.05552, -3.03677, -1.30284], [-3.90767, -3.33852, -1.19843], [-1.64933, -2.77469, -3.11253], [-1.26001, -4.63457, -0.69860], [-3.37368, -3.77287, 3.42678], [-2.96153, -4.26026, 1.77729], [-4.10313, -2.93659, 2.05133], [-0.13485, -3.30767, 3.88499], [0.67459, -2.25855, 2.70463], [0.01384, -3.82178, 2.19729], [-2.71311, -1.51732, 4.63426], [-3.02048, -0.22674, 3.47114], [-1.41945, -0.39744, 4.21130], [-5.11149, -1.08387, -0.06021], [-5.62362, 0.60765, -0.00087], [-4.77209, -0.11046, 1.37807], [-3.95754, -0.41163, -2.67548], [-2.37762, 0.36945, -2.83050], [-3.83589, 1.35466, -2.68547], [-3.20911, 2.37717, 1.12713], [-3.60732, 2.86886, -0.51815], [-1.92110, 2.59821, -0.06915], [-4.47256, -2.63913, -1.82280], [-4.27325, -3.24664, -0.17233], [-4.13182, -4.35463, -1.54034], [-1.88000, -1.75953, -3.44492], [-2.25088, -3.47090, -3.70640], [-0.59753, -2.97000, -3.33629], [-1.82101, -5.03600, 0.14875], [-0.22491, -4.51298, -0.37727], [-1.27452, -5.38691, -1.49498], [-1.33573, 2.56348, -6.44122], [-0.73478, 1.88127, -4.78005], [-0.83639, 2.66958, -3.64579], [-0.35845, 2.17326, -2.43519], [0.21688, 0.90956, -2.34098], [0.25298, 0.12093, -3.48968], [-0.21744, 0.59808, -4.71252], [-1.27973, 3.65696, -3.70557], [-0.46499, 2.79118, -1.55431], [0.64083, -0.89004, -3.44141], [-0.17656, -0.01889, -5.60199]], "forces_ev_per_a": [[-0.713, -0.200, 0.158], [0.290, 0.002, 0.007], [0.003, 0.032, 0.070], [0.019, 0.048, 0.043], [-0.033, -0.041, -0.010], [0.046, -0.039, -0.099], [0.083, -0.024, 0.078], [0.021, 0.010, 0.044], [-0.272, 0.228, -0.304], [-0.085, 0.086, -0.173], [0.083, -0.052, 0.075], [0.050, -0.020, 0.023], [0.031, -0.022, 0.007], [-0.213, -0.023, 0.213], [-0.148, 0.147, -0.493], [-0.005, 0.056, -0.026], [-0.126, -0.063, 0.033], [-0.017, -0.009, 0.007], [-0.025, -0.002, 0.044], [-0.020, 0.022, -0.028], [-0.025, -0.009, 0.013], [-0.039, -0.006, -0.015], [-0.002, -0.023, -0.068], [0.147, 0.065, 0.118], [0.145, 0.309, 0.017], [-0.029, -0.008, -0.012], [-0.167, 0.037, 0.034], [0.069, 0.138, -0.092], [-0.134, -0.201, 0.088], [0.018, 0.003, 0.066], [0.054, -0.031, -0.054], [0.027, 0.060, 0.011], [0.016, -0.061, -0.027], [0.012, -0.073, 0.032], [-0.064, 0.054, -0.078], [0.053, -0.039, -0.085], [0.002, 0.000, 0.003], [-0.021, 0.050, 0.116], [-0.031, -0.031, 0.006], [-0.112, 0.132, 0.121], [0.045, -0.250, -0.013], [0.035, -0.029, -0.097], [0.029, 0.091, 0.016], [-0.016, 0.001, 0.003], [0.004, 0.079, 0.002], [0.011, -0.141, -0.013], [0.044, -0.074, 0.040], [-0.005, -0.055, 0.012], [0.053, -0.036, 0.005], [0.015, -0.038, -0.036], [0.039, -0.011, -0.026], [-0.069, -0.103, -0.118], [-0.092, -0.012, -0.162], [0.092, -0.116, 0.057], [0.025, 0.174, 0.014], [0.760, 0.362, -0.005], [-0.223, -0.113, -0.027], [-0.076, -0.133, 0.058], [0.075, -0.124, -0.160], [0.211, 0.085, 0.078], [-0.155, -0.188, 0.137], [-0.138, 0.131, 0.057], [0.154, 0.141, -0.101], [0.111, -0.028, 0.046], [0.044, 0.026, -0.051], [-0.065, 0.074, 0.056], [0.051, -0.062, 0.081], [-0.001, 0.012, -0.081], [-0.043, -0.037, 0.010], [0.009, 0.070, 0.042], [0.039, -0.020, -0.065], [0.024, -0.067, 0.068], [-0.124, -0.058, 0.035], [0.003, 0.117, 0.063], [0.068, -0.029, 0.024], [-0.026, 0.010, -0.079], [0.056, 0.076, 0.042], [-0.128, 0.046, 0.010], [-0.007, -0.066, 0.044], [-0.032, 0.022, -0.114], [0.023, -0.086, 0.012], [-0.140, 0.036, 0.036], [0.041, -0.072, 0.053], [0.001, -0.063, -0.119], [0.028, 0.076, -0.024], [-0.005, -0.121, 0.005], [0.035, 0.016, 0.054], [-0.127, 0.055, -0.012], [0.039, -0.007, -0.075], [-0.145, -0.142, 0.049], [-0.038, 0.051, 0.054], [-0.008, -0.026, 0.023], [-0.072, 0.005, -0.043], [0.055, -0.023, 0.158], [-0.025, -0.003, -0.201], [0.657, -0.036, 0.351], [-0.106, 0.107, -0.083], [0.048, -0.037, 0.128], [0.010, -0.052, -0.012], [0.062, -0.021, -0.059], [-0.015, 0.096, -0.043], [-0.009, 0.020, 0.030]], "total_charge": 1, "homo_energy_ev": -9.7864, "energy_ha": -7570.1932, "gap_ev": 7.174}

---

Record 2
{"formula": "C27H26CaN5O6P2", "method": "ωB97M-V with the def2-TZVPD basis set", "species": ["Ca", "O", "N", "O", "C", "C", "C", "C", "C", "C", "N", "C", "C", "N", "C", "C", "C", "C", "H", "H", "H", "H", "H", "H", "H", "O", "C", "O", "C", "C", "N", "N", "C", "C", "O", "O", "H", "H", "H", "C", "P", "C", "C", "C", "C", "C", "C", "C", "P", "C", "C", "H", "H", "H", "H", "H", "H", "H", "H", "H", "H", "H", "H", "H", "H", "H", "H"], "xyz": [[0.36598, -0.07281, 0.17384], [-3.72038, -0.45272, -6.07395], [-2.97244, 0.50318, -6.10038], [-2.81836, 1.25424, -7.03537], [-2.21688, 0.80309, -4.86517], [-2.00405, 2.10391, -4.60302], [-1.34681, 2.49242, -3.39607], [-1.11052, 3.84338, -3.08805], [-0.47932, 4.16478, -1.91643], [-0.09362, 3.12364, -1.06737], [-0.29679, 1.84559, -1.32862], [-0.92390, 1.51534, -2.48605], [-1.13846, 0.11726, -2.79634], [-0.67989, -0.79563, -1.90952], [-0.79257, -2.08123, -2.19794], [-1.37660, -2.53804, -3.38173], [-1.87512, -1.63093, -4.27607], [-1.77494, -0.25252, -3.99302], [-2.33840, 2.85602, -5.30452], [-1.42890, 4.61159, -3.78140], [-0.27723, 5.18956, -1.64085], [0.40424, 3.34959, -0.12975], [-0.37667, -2.77262, -1.47466], [-1.41949, -3.59918, -3.57971], [-2.33654, -1.96422, -5.19161], [4.44742, -2.71413, -3.20391], [4.86084, -1.48734, -2.96354], [5.77606, -0.97078, -3.55067], [4.13396, -0.69998, -1.91404], [4.49288, 0.60013, -1.62951], [3.65618, 1.04166, -0.67935], [2.77493, 0.10262, -0.29445], [3.05912, -0.96694, -1.04108], [2.19674, -2.20337, -0.89033], [2.38357, -3.14362, -1.66146], [1.29728, -2.11736, 0.00392], [3.66375, -2.95631, -2.63685], [5.28165, 1.20426, -2.04498], [3.68202, 1.92797, -0.20608], [-3.26404, -0.95813, 2.44529], [-1.50306, -1.32581, 2.11841], [-1.52702, -3.12330, 1.81474], [-0.74776, -1.14432, 3.77804], [-0.99479, -2.10555, 4.75779], [-0.44880, -1.99943, 6.02538], [0.35487, -0.91330, 6.33608], [0.60020, 0.05634, 5.37853], [0.06132, -0.04064, 4.09528], [0.38447, 1.28054, 2.86704], [-0.90132, 2.51366, 3.28975], [1.89806, 2.10677, 3.46724], [-3.65916, -1.58928, 3.24246], [-3.84721, -1.12915, 1.53972], [-3.38428, 0.08470, 2.73834], [-2.06216, -3.68218, 2.58186], [-0.50474, -3.49113, 1.72937], [-2.02841, -3.29579, 0.86089], [-1.62044, -2.95910, 4.53162], [-0.64805, -2.76266, 6.76543], [0.79067, -0.81914, 7.32160], [1.22731, 0.89585, 5.64576], [-0.87580, 2.76019, 4.35191], [-1.88918, 2.12137, 3.04784], [-0.74600, 3.42597, 2.71151], [1.78058, 2.55271, 4.45479], [2.14778, 2.90950, 2.77144], [2.72824, 1.40082, 3.48799]], "forces_ev_per_a": [[0.137, -0.101, 0.167], [0.020, 0.003, 0.015], [-0.009, -0.014, -0.019], [0.002, -0.011, 0.003], [-0.003, 0.069, 0.009], [-0.018, -0.036, -0.028], [0.021, 0.026, 0.038], [0.002, 0.004, 0.006], [0.000, 0.001, -0.005], [0.009, -0.026, 0.011], [-0.101, -0.115, -0.008], [0.044, 0.188, 0.024], [-0.038, -0.098, -0.050], [-0.057, -0.075, -0.160], [0.005, 0.095, 0.019], [-0.019, -0.016, -0.048], [-0.001, -0.031, 0.004], [0.033, -0.012, 0.035], [0.001, -0.006, -0.001], [-0.001, 0.001, 0.002], [-0.005, 0.003, -0.008], [0.003, -0.004, 0.008], [0.003, -0.004, 0.008], [-0.005, 0.002, -0.009], [-0.008, 0.002, -0.011], [0.016, -0.013, -0.010], [-0.042, -0.006, -0.014], [0.018, 0.004, 0.004], [0.084, 0.091, 0.038], [-0.046, -0.020, 0.036], [0.043, -0.053, 0.017], [0.048, 0.116, -0.140], [0.013, -0.089, -0.068], [-0.035, 0.195, 0.075], [-0.015, -0.088, 0.054], [-0.094, 0.042, 0.024], [-0.007, -0.005, 0.001], [0.008, -0.014, -0.011], [0.002, 0.012, -0.019], [-0.050, 0.000, 0.030], [-0.009, 0.030, -0.028], [-0.007, -0.039, 0.017], [-0.029, -0.040, 0.015], [0.004, -0.005, 0.000], [0.008, 0.019, -0.005], [-0.014, -0.013, -0.016], [0.003, -0.001, 0.016], [0.041, 0.025, 0.045], [-0.019, -0.034, -0.036], [-0.032, 0.030, 0.000], [0.028, 0.046, 0.049], [0.024, -0.009, 0.001], [0.015, 0.003, -0.009], [0.009, 0.000, -0.007], [0.004, 0.010, 0.002], [0.003, 0.010, -0.008], [0.008, 0.010, -0.008], [0.001, 0.002, -0.003], [-0.001, 0.000, 0.003], [0.000, -0.002, 0.002], [0.000, -0.001, -0.008], [0.018, -0.015, 0.002], [0.006, -0.005, -0.011], [0.001, -0.005, -0.004], [-0.012, -0.010, -0.002], [-0.004, -0.012, -0.014], [-0.006, -0.007, -0.011]], "total_charge": 1, "homo_energy_ev": -11.8612, "energy_ha": -3129.9599, "gap_ev": 8.143}